Entry 1:
DFT (ωB97M-V with the def2-TZVPD basis set) results for a structure of composition C26H24Cl2N6O3S2Ti.

Geometry as XYZ:
```
64
Properties=species:S:1:pos:R:3
Ti -0.02 0.01 -0.09
N 0.12 3.10 -3.92
C -0.52 1.93 -3.47
S -2.18 1.73 -3.96
N 0.26 1.18 -2.75
N -0.23 0.00 -2.21
C -0.75 -0.91 -2.94
C -1.19 -2.20 -2.42
C -1.47 -3.19 -3.37
C -1.86 -4.47 -3.02
C -1.97 -4.77 -1.66
C -1.72 -3.81 -0.70
C -1.35 -2.49 -1.04
O -1.19 -1.62 -0.08
H -0.55 3.84 -4.06
H 0.89 3.34 -3.31
H -0.83 -0.75 -4.01
H -1.37 -2.93 -4.42
H -2.06 -5.22 -3.78
H -2.26 -5.77 -1.34
H -1.82 -4.03 0.36
S 1.42 -1.69 4.03
C 0.14 -0.58 4.41
C -0.43 -0.25 5.64
C -1.44 0.68 5.67
C -1.89 1.29 4.49
C -1.34 0.97 3.26
C -0.31 0.03 3.24
N 0.34 -0.39 2.09
C 1.26 -1.26 2.33
C 2.07 -1.84 1.26
C 3.04 -2.80 1.55
C 3.78 -3.35 0.52
C 3.52 -2.93 -0.79
C 2.55 -1.97 -1.05
C 1.79 -1.37 -0.04
H -0.08 -0.72 6.56
H -1.90 0.95 6.61
H -2.69 2.02 4.54
H -1.65 1.42 2.32
H 3.23 -3.12 2.57
H 4.54 -4.09 0.72
H 4.09 -3.36 -1.61
H 2.39 -1.67 -2.08
C -2.93 3.32 -0.65
C -1.79 2.43 -0.25
N -1.84 1.10 -0.32
O -3.00 0.60 -0.95
C -0.57 2.91 0.22
C -0.18 4.34 0.40
N 0.31 1.92 0.42
O 1.51 2.15 0.94
H -2.92 3.53 -1.73
H -2.88 4.27 -0.11
H -3.88 2.83 -0.43
H -2.87 0.79 -1.90
H -0.64 4.81 1.29
H -0.46 4.95 -0.47
H 0.90 4.38 0.53
Cl 5.85 1.71 -0.03
C 4.09 1.31 -0.09
Cl 3.44 1.43 -1.71
H 3.54 1.99 0.54
H 3.99 0.28 0.25
```

The HOMO-LUMO gap (spin up / spin down) is 3.71 / 3.76 eV. As for the net charge: -2. The value obtained for the energy above the lowest of the compared OMol25 structures with the same formula, charge and spin is 1.4 kJ/mol.

Entry 2:
DFT (ωB97M-V with the def2-TZVPD basis set) results for a structure of composition C26H45ClGaNO17P.

Geometry as XYZ:
```
92
Properties=species:S:1:pos:R:3
C -1.36 0.33 -0.21
C -1.10 0.05 -1.68
C -1.09 -1.45 -2.05
O -1.15 -2.29 -0.92
Ga -2.12 -3.88 -1.08
N -0.85 -5.30 -0.69
C 0.30 -4.93 -1.02
C 1.29 -4.29 -0.05
C 0.87 -5.13 -2.43
P -3.88 -3.93 0.56
O -5.22 -3.95 -0.46
Cl -3.96 -1.98 1.37
H -0.88 -0.39 0.45
H -0.93 1.31 0.02
H -2.42 0.40 0.04
H -0.16 0.51 -1.98
H -1.90 0.53 -2.24
H -1.89 -1.68 -2.76
H -0.15 -1.65 -2.59
H -2.79 -4.06 -2.52
H 1.69 -3.37 -0.48
H 0.73 -4.01 0.83
H 2.09 -5.00 0.18
H 1.39 -6.09 -2.44
H 1.58 -4.34 -2.68
H 0.07 -5.19 -3.15
H -5.11 -3.29 -1.16
C -9.45 -4.62 1.25
C -8.58 -4.28 2.44
C -7.11 -4.11 2.12
O -6.49 -4.51 3.35
C -7.32 -5.37 3.97
O -7.04 -6.03 4.91
O -8.54 -5.36 3.38
H -10.50 -4.67 1.54
H -9.34 -3.86 0.47
H -9.17 -5.59 0.85
H -8.97 -3.40 2.96
H -6.83 -3.09 1.87
H -6.78 -4.77 1.31
C 0.40 5.03 -1.10
C -0.89 4.96 -1.87
C -2.03 5.80 -1.33
O -3.18 5.02 -1.70
C -2.79 3.72 -1.77
O -3.51 2.79 -1.81
O -1.43 3.64 -1.76
H 1.18 4.44 -1.59
H 0.75 6.06 -1.00
H 0.26 4.60 -0.11
H -0.72 5.18 -2.93
H -2.08 6.79 -1.78
H -2.00 5.89 -0.25
C -0.08 3.66 5.11
C -0.92 4.34 4.06
C -0.70 3.83 2.65
O -0.97 5.00 1.86
C -0.72 6.09 2.63
O -0.66 7.20 2.22
O -0.55 5.73 3.92
H -0.33 4.03 6.10
H -0.26 2.58 5.10
H 0.98 3.85 4.94
H -1.98 4.30 4.32
H -1.36 3.02 2.36
H 0.34 3.53 2.47
C 5.14 -1.83 1.31
C 4.46 -2.12 0.00
C 5.26 -1.78 -1.24
O 4.23 -1.47 -2.19
C 3.15 -1.04 -1.50
O 2.19 -0.53 -1.99
O 3.30 -1.29 -0.18
H 4.53 -2.14 2.14
H 6.10 -2.34 1.36
H 5.31 -0.75 1.41
H 4.12 -3.16 -0.03
H 5.88 -2.60 -1.60
H 5.89 -0.90 -1.10
C 7.02 3.33 -3.48
C 6.94 2.71 -2.11
C 8.05 3.10 -1.16
O 8.17 1.94 -0.33
C 7.73 0.88 -1.04
O 7.86 -0.26 -0.72
O 7.12 1.28 -2.17
H 6.16 3.03 -4.09
H 7.03 4.41 -3.41
H 7.91 2.98 -4.00
H 5.96 2.90 -1.66
H 7.82 3.98 -0.56
H 9.00 3.26 -1.68
```

The HOMO-LUMO gap is 5.16 eV. As for the net charge: -1. The value obtained for the energy above the lowest of the compared OMol25 structures with the same formula, charge and spin is 0.0 kJ/mol.

Entry 3:
DFT (ωB97M-V with the def2-TZVPD basis set) results for an isolated molecule of C4H4N2O at a distorted geometry.

Geometry as XYZ:
```
11
Properties=species:S:1:pos:R:3
N 2.62 1.00 0.84
C 1.81 0.38 0.19
C 1.02 -0.46 -0.61
O 0.08 -1.24 0.02
C -1.25 -0.80 -0.15
C -1.43 0.52 0.47
N -1.46 1.58 0.95
H 0.86 -0.21 -1.66
H 1.06 1.19 0.50
H -1.52 -0.74 -1.22
H -1.90 -1.54 0.33
```

The HOMO-LUMO gap (spin up / spin down) is 8.24 / 8.61 eV. The value obtained for the energy above the lowest of the compared OMol25 structures with the same formula, charge and spin is 557.7 kJ/mol.